DFT (the ωB97M-V functional and the def2-TZVPD basis) results for a structure of composition C10H18AuNO6 at a distorted geometry.

The expectation value of S² is 2.02. For the HOMO energy (alpha / beta), the calculation gives -9.0 / -9.7 eV. For the frontier orbital gap (alpha / beta), the calculation gives 9.22 / 6.46 eV. As for the spin multiplicity: 3. For the largest force on an atom, the calculation gives 1.134 eV/A.

Geometry as XYZ:
```
36
Properties=species:S:1:pos:R:3:forces:R:3
H 0.35940 3.63671 -2.12110 -0.0001 0.0065 0.0033
H 1.14805 3.09611 -0.63207 -0.0054 -0.0070 0.0011
H 2.24099 0.49653 -3.07868 -0.0167 0.0071 0.0118
H 2.11108 2.23801 -3.40126 0.0145 -0.0116 -0.0013
H -0.22346 0.14223 -3.43085 -0.0050 0.0095 0.0114
C 0.96568 -1.81776 0.84638 0.0589 -0.5169 -0.6174
H -1.37926 -3.13779 1.31045 -0.0545 0.0303 0.0207
O 0.71404 0.48400 -1.00609 0.2147 0.1210 -0.0923
N 0.18325 -0.93486 1.65164 -0.7743 0.6606 -0.4602
O -2.76365 -1.57808 1.35717 -0.1777 -0.1219 -0.0118
C 0.64632 0.41978 1.97021 0.3329 -0.1910 0.4816
O 0.86904 -3.40726 -0.89325 -0.0185 -0.2984 -0.4264
C -0.74307 -1.53475 2.61131 0.3146 -0.0927 0.1108
H -1.40422 1.15900 -2.58240 -0.0167 0.0158 -0.0047
Au -1.19454 -0.04764 -0.12222 0.0141 -0.3236 0.1301
H 1.84025 -1.29867 0.46652 0.0435 -0.0117 0.0952
H -0.58921 2.85386 -0.84586 0.0563 -0.0052 -0.0421
C 0.37397 2.85208 -1.36215 -0.0378 0.1124 0.0226
O -1.36457 1.52138 1.17103 -0.1724 0.1595 -0.0073
C -0.40535 1.14119 -3.03267 -0.0120 -0.0199 -0.0533
O -0.48807 2.15034 3.12241 -0.0532 0.1357 0.0408
C 2.04433 1.46966 -2.62848 0.0642 0.0613 -0.0810
C 0.65398 1.49586 -1.99413 -0.0281 -0.2134 0.1239
H -0.40585 1.85837 -3.85550 -0.0079 0.0001 0.0090
C -0.49350 1.45368 2.13706 0.0805 -0.0720 -0.0773
H 2.80780 1.66947 -1.87571 -0.0134 0.0012 -0.0008
H -0.12910 -2.15495 3.27477 -0.0528 0.0209 0.0874
C 0.26521 -2.46554 -0.46126 0.3903 0.3947 0.9888
O -0.85278 -1.97053 -0.84829 -0.2710 0.0833 -0.4654
H -1.19261 -0.73567 3.19941 -0.0547 -0.0013 -0.0238
C -1.81307 -2.41054 1.99985 -0.0005 -0.0968 0.1948
H 1.16869 0.37000 2.92897 0.1050 0.0568 -0.0360
H -3.23300 -2.09764 0.69351 0.0396 0.0309 0.0300
H -2.27345 -2.95620 2.82879 -0.0848 -0.0109 -0.0584
H 1.31705 0.73762 1.17364 -0.0230 0.0203 0.0314
H 1.23961 -2.69798 1.42886 0.1516 0.0664 0.0652
```
Forces are in eV/Å.

=====

DFT (the ωB97M-V functional and the def2-TZVPD basis) results for a structure of composition C41H61AsClF4KN4O5S2Si3.

For the HOMO energy, the calculation gives -1.9 eV. For the frontier orbital gap, the calculation gives 5.66 eV. Its net charge is -2. For the largest force on an atom, the calculation gives 0.598 eV/A.

Geometry as XYZ:
```
123
Properties=species:S:1:pos:R:3:forces:R:3
O 7.36849 2.64238 -1.92317 -0.0231 -0.0043 0.0065
H -3.16631 4.91893 -1.32310 -0.0146 -0.0021 -0.0124
H -4.14176 -5.05422 0.77917 -0.0130 0.0071 -0.0240
N -0.39845 3.24623 0.42604 -0.0294 -0.0635 -0.1001
C 2.53846 -0.72633 1.89470 0.0836 0.0404 -0.0030
C -4.32902 -2.68241 3.31896 0.0257 -0.0110 -0.0085
H 4.78858 -3.42318 0.43853 -0.0155 -0.0020 0.0047
H 1.87828 3.14260 5.21757 0.0032 0.0076 0.0138
O 0.20223 0.90542 -3.90974 0.0404 0.0425 -0.0151
H 2.58537 -4.09343 -4.84121 0.0063 0.0007 0.0019
H -4.12850 -2.80126 4.38776 0.0046 0.0253 0.0148
C 1.45299 -2.34817 -4.27220 -0.0063 -0.1148 0.0738
C 0.83006 4.43443 2.23794 -0.0322 -0.0243 0.0040
H -0.67691 -5.27904 0.95427 0.0087 -0.0316 0.0040
H 5.21716 -1.07047 -0.30729 -0.0116 0.0272 -0.0061
H 2.41988 -0.86024 2.97352 -0.0136 -0.0388 0.0194
F -0.54372 1.08590 2.01104 0.0634 0.0065 -0.0080
C 1.69300 -1.70770 1.13259 0.1363 -0.1094 -0.0055
H -0.15954 3.39033 -2.39531 0.0360 0.0066 0.1181
C 4.11415 -2.89955 -0.25378 -0.0191 0.0192 -0.0340
C -0.45214 4.36885 -0.47757 -0.0145 0.0655 0.1533
H 2.20009 0.27789 1.63820 0.0008 -0.0670 0.0537
C -2.46061 2.80104 -3.31706 0.0699 -0.0010 0.0753
C 4.21987 -1.38659 0.00302 -0.0110 -0.0286 0.0426
H -3.23034 -5.94213 -0.44479 0.0209 -0.0221 -0.0030
C 2.61293 -3.09871 -4.41529 -0.0469 -0.0296 -0.0157
H -1.52128 2.52778 -3.79935 0.0169 0.0243 0.0222
C -4.89082 -2.03569 -2.41133 0.0565 -0.0039 0.0192
H 2.70763 -4.56147 -0.15718 -0.0001 -0.0079 -0.0149
H 2.85373 -3.13308 1.89746 -0.0144 0.0224 0.0193
Si -2.22161 -3.71830 -0.11241 -0.0127 -0.1696 0.0162
H -4.36218 1.77744 -2.97228 -0.0444 0.0091 0.0176
H -1.31226 -2.62183 3.71313 0.0109 -0.0199 -0.0242
H -6.63515 -2.12833 1.19361 0.0024 -0.0239 0.0325
C 1.49550 -1.07292 -3.72651 0.1231 0.0964 0.0484
S 6.70199 1.75698 -0.99964 0.0016 -0.0013 -0.0339
H -0.68453 -1.33567 2.66729 0.0269 0.0087 0.0123
F 0.92743 5.62939 1.59126 0.0049 0.0362 -0.0208
H 4.52623 0.02305 1.61035 0.0002 -0.0090 -0.0151
H -4.67630 -3.10237 -2.49815 0.0264 -0.0082 -0.0245
H -5.92146 0.55815 0.46076 0.0103 0.0341 0.0008
C 0.23826 -0.26036 -3.47004 -0.0094 0.0883 0.1579
H 5.10288 4.20172 3.73627 0.0128 0.0063 0.0144
H -4.80156 0.48528 2.50481 -0.0135 0.0147 -0.0039
H 3.52094 -0.84947 -0.64565 0.0194 0.0217 0.0174
C 1.39834 3.20065 4.25443 -0.0036 -0.0219 0.0032
Cl 5.27417 -3.52814 -4.12315 -0.0011 -0.0075 -0.0171
H -5.37541 -2.39641 3.20297 -0.0218 -0.0060 -0.0431
H 7.54042 4.03644 3.38059 0.0167 0.0000 -0.0023
H -5.05682 0.93464 -1.03034 0.0132 0.0305 0.0011
O 0.78319 -1.39753 0.39743 -0.1986 0.1026 -0.0792
O -0.61058 -0.81015 -2.72220 -0.1941 -0.3764 -0.4220
C 6.86232 3.64528 2.63167 0.0066 0.0026 0.0028
H 0.50002 -2.77343 -4.56275 -0.0238 0.0168 0.0067
N 5.12313 1.57635 -1.35374 0.0906 0.0394 0.0326
H -2.91271 0.74371 -2.92285 -0.0083 -0.0129 -0.0215
H -7.23629 -2.70373 -0.36091 -0.0001 0.0235 -0.0418
C -3.64522 -4.96207 -0.19038 -0.0031 0.0059 0.0330
C 2.72119 -0.55191 -3.31593 -0.0102 -0.0159 -0.1417
C 3.81369 -2.56409 -3.98338 0.0479 0.0677 0.0173
C -3.38292 1.59630 -3.41847 0.0719 0.0207 -0.0024
H 8.43787 2.97240 1.31077 0.0073 0.0029 0.0055
H -1.37707 -0.92761 4.22811 -0.0143 0.0154 0.0192
H -3.60811 2.29459 0.20116 -0.0124 0.0208 0.0149
H -6.70307 0.28993 -1.10153 -0.0145 -0.0335 -0.0163
C 2.70545 -3.47077 -0.10460 0.0022 0.0181 0.0160
H -1.92873 -3.53031 -2.57208 -0.0158 0.0115 -0.0032
H 0.52138 4.85077 -0.63536 0.0040 -0.0197 0.0092
H -0.86045 -4.76970 -1.88160 0.0047 -0.0243 0.0192
C 4.34315 2.05298 -0.39736 -0.0966 -0.2775 -0.1058
C -3.82848 0.31345 2.96930 0.0172 0.0299 -0.0338
H -4.19402 3.60380 -1.86225 0.0050 -0.0042 -0.0114
C 4.59180 3.24598 1.89459 0.0024 0.0372 0.0572
F 0.62843 0.97229 4.40469 0.0177 -0.0511 0.0210
C 0.15693 3.33581 1.60819 0.0039 0.0957 0.0607
C 5.10192 2.66499 0.74663 -0.0443 0.0442 0.0792
Si -5.06289 -1.51257 -0.61550 -0.1245 -0.0056 -0.0632
C -6.33746 -2.59825 0.25381 0.0227 -0.0461 0.0389
K -0.32414 0.96886 -0.93568 -0.0787 -0.1615 0.2515
H -3.93486 0.45549 4.04811 0.0061 -0.0271 0.0224
C 5.48673 3.73858 2.83583 -0.0208 -0.0208 -0.0396
C 7.37204 3.05522 1.48024 0.0311 0.0029 0.0130
C -3.29396 3.82410 -1.28165 -0.0394 -0.0107 0.0012
H 4.82638 -0.88286 -3.08635 0.0185 -0.0326 0.0124
H 4.50837 -1.64607 2.12953 0.0072 0.0147 0.0168
C -3.53585 3.38400 0.15809 0.0044 -0.0315 -0.0378
H -0.49374 -3.02671 -1.71809 0.0086 0.0151 -0.0228
C -1.47343 -1.59805 3.37152 -0.0150 -0.0249 -0.0393
O 7.32566 0.47039 -0.78403 -0.0131 0.0196 0.0229
S 2.67066 1.96343 -0.34105 0.1676 0.2932 -0.1295
H -0.29993 -3.64174 1.47293 0.0368 0.0069 0.0136
H -1.06508 4.89984 -2.44953 0.0072 -0.0203 -0.0212
C -1.11856 -4.32971 1.27267 -0.0382 0.0148 -0.0191
H 2.04628 -3.09710 -0.88946 -0.0008 -0.0140 -0.0130
H -2.88218 3.67038 -3.85664 -0.0203 -0.0257 -0.0486
H -2.71593 3.67158 0.81059 0.0311 -0.0051 0.0156
H -4.46972 3.81241 0.53491 -0.0138 0.0046 -0.0133
N 2.13570 -3.04028 1.18842 0.0134 0.0510 0.0304
H 2.77158 0.43993 -2.88256 -0.0247 0.0188 0.0046
N -2.16256 3.16452 -1.93139 0.0403 0.0186 0.0960
H -5.95847 -3.59625 0.47861 -0.0256 0.0548 -0.0066
H -4.19056 -3.65477 2.84166 -0.0004 -0.0209 0.0179
C 3.88683 -1.29649 -3.43065 -0.0067 0.0006 -0.0367
C 4.01258 -0.92913 1.46303 -0.0343 0.0005 0.0230
H -4.06250 -1.49047 -2.87040 -0.0023 -0.0138 -0.0229
H -3.53627 1.33152 -4.46678 -0.0068 -0.0094 -0.0162
C 1.41210 4.34680 3.47923 0.0204 -0.0329 -0.0291
H 4.47730 -3.11639 -1.26202 0.0119 -0.0057 0.0226
C -5.75021 0.23323 -0.56759 0.0249 -0.0040 0.0422
Si -3.16133 -1.39347 2.57798 -0.0339 -0.0457 0.1316
C -1.28847 -3.77541 -1.72198 0.0015 0.0570 -0.0300
C 0.11520 2.18391 2.47042 0.0646 0.1665 -0.0712
H -4.39874 -4.71721 -0.93953 -0.0034 0.0074 -0.0036
F 2.05432 5.44160 3.95942 0.0280 0.0707 0.0265
As -2.89983 -1.49653 0.25589 0.1577 0.1615 -0.0529
C -0.93493 3.96153 -1.87346 -0.0379 0.0408 -0.0243
H -1.11184 5.16086 -0.08396 -0.0298 0.0181 -0.0770
H -3.13295 1.06790 2.59616 -0.0057 0.0289 -0.0101
H -1.67247 -4.51142 2.19635 -0.0246 0.0353 0.0099
H -5.79926 -1.82539 -2.98151 -0.0382 0.0150 0.0252
C 0.71628 2.12618 3.69445 -0.0851 -0.0739 0.0025
C 6.46477 2.57558 0.55800 -0.0432 -0.0438 -0.0684
H 3.52012 3.30309 2.03513 -0.0522 0.0073 0.0064
```
Forces are in eV/Å.

=====

DFT (the ωB97M-V functional and the def2-TZVPD basis) results for a cluster of 2 separate species, C5H11NO in total at a distorted geometry.

The structure (SMILES) is C/C=C(C)/N=C\O.[H][H]. For the HOMO energy, the calculation gives -8.7 eV. For the frontier orbital gap, the calculation gives 9.51 eV. For the largest force on an atom, the calculation gives 1.227 eV/A.

Geometry as XYZ:
```
18
Properties=species:S:1:pos:R:3:forces:R:3
H 1.50917 -0.70844 -2.05911 -0.1173 0.2100 0.3699
C 1.16066 -0.51597 1.97011 0.1074 -0.0538 -0.0780
C 0.13585 -0.22027 0.91143 -0.0264 0.4026 -0.1293
H -0.75480 0.17814 1.39253 0.1562 0.4052 -0.0319
H -0.20185 -1.00758 -2.32967 0.2005 -0.0579 0.1174
H 0.77401 1.78292 -0.44856 0.1610 0.4198 0.0567
H 0.82309 -1.27778 2.68466 0.0405 -0.0040 -0.2779
H -2.06758 -1.42427 0.39994 -0.5393 0.4313 -0.2359
C -0.99676 1.85155 -0.89823 -0.1657 -0.2926 -0.1509
H 0.68410 -2.03009 -1.20402 0.1778 0.0438 -0.0563
H 2.18057 -0.73780 1.65080 -0.1890 -0.1201 -0.1862
N -1.13933 0.59344 -0.84482 0.0904 0.4449 -0.2702
C 0.57844 -1.00388 -1.55972 0.0318 -0.0770 0.0800
H -1.83131 2.52209 -1.10050 0.1449 -0.1618 -0.1087
H 1.19122 0.41811 2.54966 0.2536 -0.2365 -0.0059
H -2.22593 -0.76568 0.03126 -0.2624 -1.0978 0.4812
O 0.16104 2.49912 -0.71306 0.1405 0.0298 0.1523
C 0.01940 -0.15360 -0.43271 -0.2044 -0.2859 0.2737
```
Forces are in eV/Å.

=====

Values of energy above the lowest of the compared OMol25 structures with the same formula, charge and spin, in order: 15.0, 0.0, 76.8, all in kcal/mol.